{
  "formula": "C36H40N6O6SSb2W",
  "method": "wB97M-V/def2-TZVPD",
  "species": ["W", "C", "C", "C", "C", "C", "C", "C", "S", "O", "O", "N", "C", "C", "C", "C", "C", "N", "H", "H", "H", "H", "H", "H", "H", "H", "H", "H", "H", "C", "C", "N", "C", "C", "N", "C", "O", "O", "C", "O", "O", "H", "H", "H", "H", "H", "C", "Sb", "C", "C", "C", "C", "C", "C", "C", "C", "C", "Sb", "C", "C", "H", "H", "H", "H", "H", "H", "H", "H", "H", "H", "H", "H", "H", "H", "H", "H", "H", "H", "H", "H", "N", "C", "C", "C", "C", "N", "C", "C", "H", "H", "H", "H"],
  "positions_angstrom": [[10.0975, 10.6761, 14.9008], [10.4544, 17.5341, 22.1748], [11.4406, 18.1480, 21.2059], [11.4207, 17.8607, 19.8286], [11.9454, 18.7113, 18.8448], [12.5660, 19.8889, 19.3176], [12.9535, 20.0213, 20.6426], [12.3219, 19.1618, 21.5980], [12.9486, 21.3262, 18.1255], [12.4772, 22.4185, 19.0092], [14.3375, 21.4130, 17.7251], [9.1706, 12.0417, 15.6762], [8.5610, 12.7710, 16.6402], [7.5330, 13.5993, 16.1706], [6.6098, 14.0357, 17.1015], [6.7902, 13.7807, 18.4988], [8.0600, 13.3132, 18.8069], [8.7863, 12.5979, 17.9354], [10.7077, 16.5078, 22.4875], [9.4426, 17.4690, 21.6974], [10.3555, 18.0665, 23.1329], [10.7594, 17.0360, 19.4441], [11.7823, 18.5660, 17.7427], [13.6704, 20.7606, 20.9943], [12.5703, 19.3520, 22.6904], [7.4400, 13.7850, 15.0869], [5.8198, 14.6550, 16.7566], [6.1768, 14.1783, 19.3084], [8.4973, 13.2966, 19.8189], [7.6648, 8.2005, 16.0018], [8.2219, 8.3167, 14.6146], [8.8944, 9.2874, 13.9329], [9.3148, 8.7236, 12.6967], [9.0861, 7.3727, 12.7885], [8.3043, 7.1721, 13.8696], [9.3278, 6.2539, 11.8340], [10.0973, 6.4073, 10.7226], [8.9003, 5.2030, 12.1979], [9.8387, 9.4498, 11.4982], [10.9572, 9.2093, 11.0680], [8.9819, 10.2705, 10.8484], [6.9353, 7.3535, 16.0136], [7.1320, 9.1487, 16.2354], [8.4419, 8.0774, 16.7407], [8.0178, 6.2128, 14.1848], [10.8063, 7.1500, 10.7628], [11.6369, 12.2828, 10.9262], [11.6780, 12.2872, 13.1265], [13.7850, 12.4233, 12.7491], [11.5535, 14.6336, 13.5883], [11.0820, 15.2257, 12.3216], [12.0049, 15.9486, 11.5038], [11.4986, 16.7802, 10.4797], [10.1124, 16.8529, 10.2208], [9.2883, 15.9816, 10.9078], [9.7229, 15.1858, 11.9456], [8.7101, 14.3581, 12.6003], [8.2792, 12.3273, 11.4342], [7.9046, 12.6763, 9.3329], [6.1632, 11.6735, 11.9570], [12.5827, 12.4094, 10.3899], [10.9438, 13.1371, 10.6813], [11.2151, 11.3105, 10.6929], [14.2712, 11.9913, 13.6603], [14.2089, 13.4127, 12.5716], [14.0887, 11.8800, 11.8576], [12.6150, 14.8572, 13.8175], [10.7881, 14.5609, 14.3977], [13.0798, 15.7614, 11.5837], [12.1568, 17.3992, 9.8709], [9.7622, 17.5493, 9.4457], [8.2282, 16.0383, 10.8560], [7.7026, 14.8869, 12.5121], [8.8821, 13.9987, 13.6437], [7.2396, 13.5230, 9.2370], [7.4852, 11.7918, 8.8779], [8.8540, 12.8321, 8.9380], [5.6525, 12.4582, 11.4479], [6.0997, 11.7590, 13.0590], [5.9004, 10.6887, 11.5682], [14.0588, 14.0338, 15.9689], [13.7560, 12.9615, 16.3687], [13.2271, 11.6822, 16.6706], [13.3621, 10.6138, 15.7687], [12.2122, 9.9066, 15.4109], [11.1964, 9.9506, 16.2877], [11.2133, 10.6158, 17.5074], [12.2012, 11.6287, 17.6210], [14.3576, 10.2939, 15.3639], [12.2123, 9.1005, 14.7064], [10.4068, 10.5027, 18.2162], [12.1048, 12.3665, 18.4296]],
  "forces_ev_per_angstrom": [[-1.364, 4.373, 0.018], [-0.511, -0.838, 0.053], [0.358, 0.724, -0.303], [-1.432, -0.594, -0.949], [-0.079, 1.039, 0.281], [0.861, -0.794, -1.105], [-0.999, -0.887, 0.949], [1.120, 0.842, 0.409], [-0.111, 0.887, 2.539], [-0.061, -0.814, -1.237], [-0.065, -0.649, -0.374], [3.104, -4.150, -2.191], [-1.937, 0.906, 0.508], [-0.408, 0.008, -0.012], [0.349, -0.148, 1.093], [1.244, 1.407, -1.159], [-0.261, -1.717, 0.776], [1.312, 0.647, -0.573], [0.104, 0.175, -0.344], [0.822, 0.174, 0.425], [0.132, 0.206, -0.578], [0.756, 0.696, 0.592], [0.104, 0.021, 1.371], [-0.434, 0.104, -0.231], [-0.574, -0.300, -1.494], [-0.113, -0.004, 0.866], [-0.869, 0.222, -0.078], [-0.112, -0.093, -0.569], [-0.678, 0.069, -0.377], [-1.172, 1.249, -0.696], [0.844, -2.215, -1.047], [-0.901, -0.374, -0.222], [0.106, -0.731, 1.279], [-0.091, 1.647, -2.219], [-0.172, -0.130, 2.131], [1.591, 0.049, -0.227], [0.562, 1.192, 1.134], [-0.519, -0.749, -0.440], [-1.075, 1.999, -2.246], [-0.310, -0.447, 0.658], [1.419, -1.609, 1.959], [0.684, 0.741, 0.165], [0.154, -0.670, 0.046], [0.291, -0.271, 0.194], [0.238, 1.241, -0.558], [-1.889, -1.189, 0.123], [-1.828, 0.747, 0.268], [0.603, 2.042, -2.038], [1.470, -1.298, 1.849], [-0.485, -2.176, -0.457], [0.715, 0.620, -0.272], [-1.299, -0.167, -0.661], [-0.090, -0.414, 0.292], [1.000, -0.197, -0.137], [-0.044, 1.119, -0.087], [0.915, -0.274, 0.563], [-1.642, 0.461, 0.608], [-1.220, -1.290, -0.005], [-0.816, -0.183, 1.556], [2.066, 0.444, 0.793], [-0.040, 0.122, 0.715], [0.627, -0.913, -0.158], [-0.123, 0.199, -0.464], [0.173, 0.472, -1.016], [-0.750, 0.354, 0.444], [-0.351, -0.548, 0.248], [-0.950, -0.136, 0.358], [1.039, 0.656, -0.418], [-0.338, 0.513, 0.390], [0.038, -0.278, 0.249], [-0.033, -0.457, 0.529], [-0.809, 0.095, -0.805], [1.066, -0.935, 0.287], [-0.013, 0.293, -0.991], [-0.010, 0.246, -0.166], [-0.227, -0.324, 0.210], [1.534, 0.607, -0.982], [-0.869, 0.452, -0.148], [-0.316, -0.140, -0.703], [0.330, 0.177, 0.046], [-1.014, -3.379, 1.300], [2.225, 3.508, -1.128], [-0.510, -0.534, -0.534], [1.762, 0.346, -0.728], [1.855, 0.427, 0.582], [-2.884, -1.680, 3.161], [2.195, 1.955, -0.441], [-2.348, -1.474, 0.663], [-1.096, 0.938, -0.125], [0.309, -0.662, -0.365], [-0.019, -0.206, -0.180], [0.182, -0.373, -0.442]],
  "energy_ev": -84917.80256,
  "lumo_ev": [-7.36, -7.54],
  "charge": 2,
  "homo_ev": [-12.3, -12.4],
  "spin_multiplicity": 3,
  "homo_lumo_gap_ev": [4.907, 4.817]
}